Record 1
35
Properties=species:S:1:pos:R:3:forces:R:3 method="wB97M-V/def2-TZVPD" max_force_ev_per_a=5.90 relative_energy_kcal_mol=21.8 smiles="C=C(C)[C@@H](C)[C@H](CC)CB(C)C" e_tot_ha=-457.642833
C -2.437 1.256 -0.538 0.1483 3.6888 1.0815
C -1.376 1.700 0.157 0.1567 0.8268 -0.2512
C -1.231 3.185 0.389 -1.4637 -0.5925 1.8720
C -0.326 0.955 0.988 -0.6820 -0.5309 0.4464
C -0.913 0.496 2.373 -0.4600 -3.8673 -4.4330
C 0.275 -0.213 0.302 1.5534 -1.6039 -1.2143
C 1.696 -0.495 0.867 -0.5109 1.3584 -0.7387
C 1.866 -0.820 2.319 1.5083 -3.4860 1.9507
C 0.439 -0.020 -1.280 -4.2059 0.7307 2.1304
B 0.864 -1.362 -1.870 -0.7688 -1.9644 -2.4889
C 1.931 -1.314 -3.009 2.8185 -0.0978 1.0170
C 0.101 -2.797 -1.637 0.1952 0.0706 1.1151
H -2.829 0.321 -0.469 -0.6397 -2.8651 -0.1573
H -3.179 2.048 -0.838 0.9524 -0.9334 -0.1332
H -1.684 3.078 1.440 0.9965 1.2769 -0.8025
H -1.904 3.859 -0.132 -0.0818 -0.2546 -0.3821
H -0.234 3.605 0.411 0.2097 -0.1992 0.1372
H 0.511 1.596 1.203 0.2565 0.8643 -0.1500
H -1.108 1.347 2.882 -0.9686 2.1253 2.3442
H -0.331 -0.339 2.827 -0.4068 1.3869 -0.0107
H -1.799 -0.031 1.882 0.2872 0.7152 1.7537
H -0.232 -1.203 0.469 -0.3262 1.0931 -0.1487
H 2.095 -1.218 0.174 0.4945 -0.8267 0.2971
H 2.300 0.394 0.669 0.0707 0.1652 -0.1326
H 1.145 -1.632 2.719 0.7150 1.4392 -0.7146
H 1.910 0.010 3.064 -0.1617 -0.5219 -0.8791
H 2.863 -1.452 2.443 -1.5776 1.6266 -0.1980
H 0.999 0.892 -1.503 0.1783 -0.2035 -0.0588
H -0.786 0.302 -1.508 3.6746 -1.2739 -0.2111
H 2.360 -2.053 -3.662 -0.6416 -1.6219 0.2086
H 2.914 -0.972 -2.559 -0.8577 0.1669 0.0185
H 1.776 -0.585 -3.737 -0.7732 2.0496 -0.9351
H 0.547 -3.715 -2.068 0.0523 0.8388 -0.3608
H -0.978 -2.776 -1.983 1.0558 0.1351 0.7441
H 0.193 -3.044 -0.540 -0.7977 0.2847 -0.7158



Record 2
44
Properties=species:S:1:pos:R:3:forces:R:3 method="wB97M-V/def2-TZVPD" charge=+3 max_force_ev_per_a=3.10 spin_multiplicity=4 relative_energy_kcal_mol=73.1 s2=4.0053 e_tot_ha=-2430.258964
Mn 1.424 1.401 -0.704 0.4302 0.8898 0.3650
N 1.023 3.458 -0.239 0.2995 0.0850 -0.1785
N 1.148 3.790 1.134 -0.0473 0.3272 0.2179
C 1.692 2.935 2.004 -0.1706 -0.0451 -0.2527
N 1.920 3.259 3.251 -0.0452 -0.1845 -0.2767
S 2.120 1.328 1.451 0.0145 -0.3018 -0.3065
H 1.742 3.984 -0.768 -0.2036 -0.0058 0.2441
H 0.120 3.819 -0.577 0.0437 -0.2655 0.1972
H 0.926 4.747 1.417 -0.0014 -0.2026 -0.2402
H 1.726 4.177 3.641 0.0122 -0.0032 -0.0775
H 2.303 2.575 3.896 -0.0275 0.0467 -0.0007
C -3.482 0.873 0.290 0.6076 -0.0313 -0.1921
C -2.301 0.158 0.950 -1.5657 -0.1364 0.2028
C -2.575 0.051 2.445 0.5011 0.0716 -0.1873
O -1.114 1.010 0.785 1.5896 1.2830 -0.2201
B -0.231 0.366 0.008 -2.6296 -1.3004 1.0138
O -0.608 -0.851 -0.389 1.8593 0.4261 -1.0480
C -1.882 -1.186 0.242 -0.9290 -1.2867 0.5974
C -1.582 -2.347 1.198 0.3619 0.6244 -0.2167
C -2.836 -1.713 -0.824 0.3707 0.5698 -0.2417
H -3.631 1.850 0.742 0.0639 0.0555 0.0780
H -4.396 0.308 0.435 -0.0964 -0.1463 -0.0088
H -3.313 1.000 -0.777 -0.1127 0.0503 -0.0807
H -2.919 1.004 2.838 -0.0532 0.1094 -0.0790
H -1.664 -0.216 2.975 -0.0483 -0.2041 0.1652
H -3.350 -0.684 2.643 -0.0117 -0.1021 0.0042
H -0.831 -2.035 1.919 -0.0402 -0.1701 0.2716
H -1.184 -3.187 0.633 -0.0194 -0.0104 -0.0548
H -2.488 -2.675 1.697 -0.0264 0.0117 0.1348
H -2.970 -0.988 -1.625 -0.1869 -0.0206 -0.0231
H -3.797 -1.946 -0.378 -0.1470 0.0331 0.0359
H -2.450 -2.629 -1.269 0.0856 -0.0012 0.1326
C 2.530 -3.031 -3.513 -0.3509 -1.0221 -1.1114
N 2.665 -1.931 -2.602 -0.4104 1.2181 0.8175
C 3.793 -1.630 -1.892 0.2609 0.6592 0.6705
C 3.501 -0.550 -1.114 1.1189 -0.4227 0.1287
N 2.194 -0.185 -1.350 -0.0920 -0.0049 -0.1835
C 1.727 -1.055 -2.264 -0.6172 -0.5951 -0.4729
H 3.415 -3.664 -3.467 -0.0483 0.1051 0.1193
H 2.422 -2.675 -4.539 0.0543 0.0746 0.0959
H 1.652 -3.628 -3.263 0.1024 0.0515 0.0741
H 4.705 -2.189 -1.982 0.1072 -0.0974 -0.0308
H 4.139 -0.031 -0.417 0.0081 -0.0424 -0.0652
H 0.717 -1.067 -2.642 -0.0106 -0.0895 -0.0178



Record 3
45
Properties=species:S:1:pos:R:3:forces:R:3 method="wB97M-V/def2-TZVPD" charge=+1 max_force_ev_per_a=3.09 relative_energy_kcal_mol=10.2 e_tot_ha=-2759.060967
Ca -0.127 -0.509 1.799 -0.6738 2.9601 0.5792
P -2.634 0.537 0.458 -0.2268 0.3885 -0.2118
C -2.329 1.253 -1.225 0.3170 -1.1713 0.3735
C -0.917 1.223 -1.734 0.4173 0.4216 -0.0977
N 0.102 0.844 -0.933 0.2614 0.6767 0.1195
C 1.325 1.296 -1.272 0.5457 -0.3280 -0.4478
C 1.578 2.107 -2.382 -0.3137 -0.4527 -0.3267
C 0.530 2.383 -3.281 -0.1895 -0.7494 0.9713
C -0.738 1.840 -2.978 0.8573 0.9226 0.2696
C 2.566 0.951 -0.448 -0.6946 0.0141 0.2360
P 2.617 -0.610 0.544 1.2898 -0.1665 -1.2442
H -1.649 2.066 -3.546 0.6315 -0.0419 0.0248
H 2.632 2.389 -2.535 -0.8324 0.2361 -0.1676
H 0.701 3.037 -4.124 -0.0936 -0.1777 -0.1833
H 3.427 0.855 -1.128 -0.1775 0.1831 0.3024
H 2.773 1.752 0.268 -0.0014 0.1164 -0.1258
H -2.942 0.656 -1.861 -0.6231 -0.2572 -0.8855
H -2.673 2.287 -1.283 -0.0526 -0.2186 0.0847
H -1.562 -3.811 -2.374 0.0375 0.3394 -0.0705
O -0.941 -3.775 -3.107 0.5713 0.5709 -0.2470
H -0.598 -2.861 -3.211 -0.6181 -0.8822 0.3250
H -0.628 -4.551 0.723 -0.2738 -0.6855 -0.2136
O -0.056 -2.513 1.548 0.2589 -2.8655 -1.0776
H -0.203 -3.428 1.119 0.5805 1.4841 0.6658
C 3.105 -1.761 -0.800 -0.6774 -0.4436 0.1073
H 3.848 -1.308 -1.473 -0.1779 -0.0893 0.3611
H 3.488 -2.701 -0.383 -0.0580 0.2256 -0.1182
H 2.196 -1.991 -1.372 0.3077 -0.0408 -0.0141
C 4.220 -0.350 1.406 -0.5204 -0.1082 0.7272
H 4.349 -1.181 2.111 0.1186 0.2449 -0.0861
H 5.082 -0.309 0.731 -0.3759 -0.0607 -0.1242
H 4.159 0.585 1.975 0.0599 -0.2479 0.0089
C -3.550 2.015 1.047 0.0186 -0.2967 0.4236
H -4.591 1.925 0.695 0.3822 0.3192 0.3123
H -3.468 2.031 2.130 -0.4687 0.2028 0.1299
H -3.075 2.924 0.655 -0.2013 -0.2995 0.1857
C -3.992 -0.713 0.226 0.1606 0.0644 0.0043
H -4.103 -1.253 1.177 -0.0692 0.1969 -0.2123
H -4.949 -0.234 -0.027 0.3305 -0.1947 -0.0041
H -3.734 -1.468 -0.535 -0.0267 0.3626 0.1952
O -0.230 -1.118 5.434 0.1704 1.3858 -1.0747
Cl 0.143 0.096 4.732 0.0372 -1.4867 0.6626
O -1.005 0.602 3.917 0.9331 -0.4240 0.2668
O 0.675 1.060 5.627 -0.4165 0.0383 -0.7642
O 1.179 -0.268 3.689 -0.5239 0.3349 0.3604



Record 4
59
Properties=species:S:1:pos:R:3:forces:R:3 method="wB97M-V/def2-TZVPD" max_force_ev_per_a=3.31 relative_energy_kcal_mol=44.1 smiles="COP(=O)(OC)OC.COP(=O)(OC)OC.ClC(Cl)Cl.ClC(Cl)Cl.ClC(Cl)Cl.ClC(Cl)Cl.ClC(Cl)Cl" e_tot_ha=-8620.543493
C -1.719 -1.486 -0.230 0.7132 -0.9270 -1.0224
O -2.802 -0.747 -0.834 0.1628 0.4595 0.5264
P -3.688 0.106 0.188 -1.4543 0.1194 -0.2881
O -2.964 0.863 1.228 -0.4848 -0.6531 -0.7915
O -4.678 0.990 -0.802 1.2531 -0.7027 0.3169
C -4.099 1.885 -1.820 0.0787 -0.0855 0.6862
O -4.648 -1.062 0.797 0.6265 2.2457 -0.3135
C -5.605 -1.753 0.002 -0.5551 -0.5249 0.5812
H -0.778 -1.109 -0.633 -0.0086 0.5095 0.5281
H -1.718 -2.499 -0.631 -0.5527 -0.0960 -0.0576
H -1.726 -1.598 0.854 -0.1864 0.6249 -0.0673
H -3.636 1.296 -2.612 0.1563 0.0422 0.2135
H -3.423 2.595 -1.344 0.4168 -0.3691 0.0402
H -4.842 2.544 -2.269 -0.6074 -0.5885 0.2808
H -6.041 -1.196 -0.828 0.6721 0.0892 -0.2043
H -6.455 -1.936 0.658 0.0798 -0.1891 0.1272
H -5.156 -2.711 -0.258 -0.2210 0.0896 -0.4745
C 4.408 -0.031 -2.928 0.7408 0.7474 0.2251
O 3.866 -0.836 -3.982 -0.1771 -1.8890 0.4457
P 3.653 -2.415 -3.670 0.0810 -0.4095 -2.2277
O 3.373 -2.726 -2.275 -0.2054 -0.1014 -0.1070
O 4.961 -3.166 -4.311 -1.2816 1.1536 0.3489
C 5.242 -4.522 -3.979 0.7668 -0.4309 0.7494
O 2.507 -2.862 -4.757 0.9624 0.8724 3.0465
C 2.773 -3.075 -6.095 -0.0411 0.3308 -1.9484
H 3.690 0.714 -2.585 -0.1582 -0.0468 -0.3947
H 5.289 0.455 -3.347 -0.1290 0.2002 0.0259
H 4.740 -0.540 -2.024 -0.2168 -0.6225 -0.2818
H 4.538 -5.006 -3.302 -0.2462 0.4534 0.0965
H 6.210 -4.474 -3.480 -0.0038 -0.3655 0.0417
H 5.335 -5.190 -4.836 -0.1045 0.5229 -0.4170
H 2.100 -2.436 -6.667 -0.3037 -0.2077 -0.0777
H 2.597 -4.119 -6.354 0.0235 0.0041 0.0217
H 3.756 -2.770 -6.453 0.2753 -0.2008 0.4671
Cl 3.027 -3.517 5.941 0.2244 0.1879 0.1153
C 4.366 -2.400 5.569 -0.8309 0.1727 -0.2380
Cl 4.643 -2.451 3.809 0.1957 0.1792 0.4881
Cl 5.775 -2.742 6.523 0.5174 -0.3110 0.0509
H 4.059 -1.400 5.875 -0.1304 -0.2004 -0.4343
Cl -0.202 4.679 -1.496 -0.4556 0.4205 0.0334
C -0.411 6.446 -1.554 -0.3373 0.3286 0.0022
Cl -0.261 7.170 0.078 0.1458 -0.3851 -0.7759
Cl -1.975 7.016 -2.274 0.7697 -0.6779 0.3107
H 0.370 6.780 -2.236 -0.1506 0.2722 0.4707
Cl -2.669 6.362 4.289 0.0030 0.0020 0.0901
C -3.484 5.031 3.463 -0.3664 0.2722 -0.0028
Cl -4.119 5.639 1.890 0.3932 -0.5819 0.6285
Cl -4.811 4.382 4.464 0.3769 0.1569 -0.3428
H -2.737 4.246 3.350 -0.3766 0.1053 -0.4266
Cl -4.589 -0.645 5.860 0.9020 -0.4478 0.0764
C -3.075 -1.555 5.485 0.1055 0.9074 0.0799
Cl -3.505 -3.096 4.743 0.3722 0.0192 0.6135
Cl -1.910 -1.571 6.913 -1.1822 -0.4020 -1.0948
H -2.544 -0.993 4.717 -0.1931 -0.0379 0.2647
Cl 1.313 1.049 3.977 0.0633 0.4325 -0.4095
C 1.755 2.283 2.727 -1.5976 -0.1018 0.8125
Cl 3.277 1.915 2.062 1.0025 -0.2002 -0.6161
Cl 1.690 3.902 3.415 0.1335 0.2222 0.2250
H 0.954 2.288 1.988 0.3440 -0.3875 -0.0163